[1]
{"formula": "C6H9N", "method": "ωB97M-V/def2-TZVPD", "elements": ["C", "C", "C", "C", "N", "C", "C", "H", "H", "H", "H", "H", "H", "H", "H", "H"], "xyz": [[2.412116, 0.006452, 0.198059], [1.320334, 0.092180, -0.829259], [1.275398, 0.778463, -1.937124], [0.020972, -0.676138, -0.619136], [-0.715007, -0.117093, 0.505161], [-2.147592, -0.369196, 0.473130], [-1.606677, 0.974348, 0.156384], [3.237871, 0.681496, -0.036230], [2.803785, -1.016006, 0.242451], [2.006380, 0.263536, 1.180749], [-0.577357, -0.676901, -1.547304], [0.269778, -1.720862, -0.393440], [-2.614967, -0.563187, 1.435164], [-2.536948, -0.962697, -0.354431], [-1.618676, 1.294476, -0.886149], [-1.678148, 1.779441, 0.882731]], "atomic_forces_ev_per_a": [[0.111, 0.049, 0.061], [0.007, 0.289, -0.440], [0.002, -0.408, 0.586], [-0.099, -0.118, -0.157], [0.157, -0.042, 0.010], [-0.212, -0.146, 0.030], [-0.060, 0.256, -0.070], [-0.115, -0.080, 0.032], [-0.089, 0.134, -0.006], [0.047, -0.036, -0.132], [0.045, 0.018, 0.114], [0.010, 0.152, -0.047], [0.087, 0.038, -0.151], [0.078, 0.105, 0.111], [0.008, -0.072, 0.159], [0.022, -0.140, -0.100]], "total_charge": 0, "orbital_gap_ev": 9.5}

---

[2]
{"formula": "C6H9N", "method": "ωB97M-V/def2-TZVPD", "elements": ["C", "C", "C", "C", "C", "C", "H", "H", "H", "H", "H", "H", "H", "H", "H", "N"], "xyz": [[-0.049803, 1.587494, -0.095012], [-1.399201, 0.786837, -0.118520], [-1.530265, -0.546134, -0.003731], [-0.510340, -1.495135, 0.100927], [2.012565, -0.312940, -0.196256], [0.985307, 0.558940, 0.297857], [-0.096669, 1.949939, -1.046798], [-0.115784, 2.439529, 0.578113], [-2.381808, 1.093840, -0.234345], [-2.577306, -0.971061, -0.304080], [-0.477308, -2.343619, -0.702744], [-0.532729, -2.099301, 1.001548], [2.660429, -0.542240, 0.730116], [2.559758, 0.029711, -0.985677], [0.808902, 0.470806, 1.411141], [0.644248, -0.606660, -0.432538]], "atomic_forces_ev_per_a": [[-1.817, -0.741, 1.678], [1.527, -1.875, 1.204], [-4.486, 1.172, -1.567], [4.573, -2.623, -3.025], [1.914, -0.342, 3.192], [-4.049, 1.558, 2.358], [0.939, 1.192, -2.882], [0.050, 0.029, 0.173], [-1.312, 2.317, -0.419], [1.724, 0.818, 1.115], [-0.795, 1.508, 1.075], [0.863, 0.463, 0.875], [-0.957, -0.762, -1.581], [1.439, 0.219, -2.393], [0.613, -0.227, -0.805], [-0.228, -2.706, 1.000]], "total_charge": 0, "smiles": "C1=CCN2C[C@H]2C1", "orbital_gap_ev": 10.1}

---

[3]
{"formula": "C6H9N", "method": "ωB97M-V/def2-TZVPD", "elements": ["C", "N", "C", "C", "C", "C", "C", "H", "H", "H", "H", "H", "H", "H", "H", "H"], "xyz": [[1.845232, -0.502965, -0.105230], [0.583006, -0.300214, -0.051836], [-0.453842, -0.057748, 1.011757], [-0.644039, 1.163394, 0.129845], [-0.510647, 0.142838, -0.986653], [-1.538886, -0.987278, -0.730868], [-1.501318, -1.119874, 0.595319], [2.396022, -0.668594, 0.813696], [2.347357, -0.479992, -1.065869], [2.084496, 1.964166, 0.176071], [-0.092013, -0.017966, 2.042640], [1.306954, 1.995740, 0.187521], [-1.491578, 1.843327, 0.222611], [-0.209605, 0.387288, -2.008805], [-2.098184, -1.546225, -1.471603], [-2.022951, -1.815893, 1.241403]], "atomic_forces_ev_per_a": [[-0.147, 0.025, 0.003], [0.400, -0.233, -0.035], [0.091, -0.027, 0.343], [-0.386, 0.122, 0.018], [0.062, 0.036, -0.347], [-0.017, -0.037, 0.162], [-0.034, -0.006, -0.159], [-0.101, 0.009, -0.126], [-0.095, -0.012, 0.133], [-0.038, 0.043, 0.002], [-0.081, -0.005, -0.164], [0.149, 0.025, 0.001], [0.093, -0.096, -0.014], [-0.062, -0.033, 0.170], [0.084, 0.086, 0.111], [0.083, 0.102, -0.098]], "total_charge": 0, "orbital_gap_ev": [7.3, 7.3]}

---

The records above give, respectively, relative energy (zero: lowest compared OMol25 entry of this formula, charge and spin) values of 5.109, 5.019, 7.142 eV.
The records above give, respectively, total energy values of -288.59427, -288.59761, -288.51957 hartree.